The following is a quantum chemistry calculation of a molecular structure, C35H38CoN4 at a distorted geometry, from the Open Molecules 2025 dataset.

Each line ends with the Mulliken spin population.
Element x y z (Å)
Co  0.6761  0.0436  0.6818  1.348
N  1.0260  -2.8165  4.0625  -0.010
N  -0.4258  -2.9160  -2.0789  0.135
C  1.1801  1.7331  -0.2338  -0.135
C  2.3266  0.9135  0.0942  0.116
C  2.3537  0.7862  1.5181  -0.199
C  3.2943  -0.0157  2.3391  0.783
H  4.1032  -0.4929  1.7552  -0.035
H  2.5191  -1.1613  2.9053  0.002
H  3.6628  0.4913  3.2323  -0.013
C  1.0831  1.2395  2.0387  0.086
C  0.6623  1.2225  3.4736  0.017
H  1.2848  1.9081  4.0663  0.008
H  0.7741  0.2063  3.8763  -0.013
H  -0.3919  1.5184  3.5857  -0.004
C  0.4112  1.9309  0.9585  -0.053
C  -0.7187  2.8863  1.1441  -0.015
H  -1.4863  2.4707  1.8107  0.001
H  -1.1972  3.1398  0.1903  0.003
H  -0.3534  3.8199  1.5976  0.003
C  3.5054  0.6327  -0.7790  0.035
H  4.3228  1.3321  -0.5373  -0.006
H  3.2501  0.7492  -1.8386  -0.003
H  3.8753  -0.3889  -0.6147  0.008
C  1.1048  2.6354  -1.4091  -0.012
H  0.0679  2.9174  -1.6325  0.003
H  1.5298  2.1734  -2.3090  0.004
H  1.6682  3.5655  -1.2076  -0.009
C  0.2764  -3.7828  4.5709  0.012
H  0.5240  -4.1786  5.5861  -0.001
C  -0.8483  -4.3007  3.8981  -0.018
H  -1.5031  -5.0249  4.3614  -0.003
C  -1.1196  -3.9140  2.5583  0.009
H  -1.8999  -4.3584  1.9251  0.001
C  -0.2713  -2.9775  1.9933  0.006
H  -0.2926  -2.6691  0.9356  0.006
C  0.7994  -2.4506  2.7584  -0.028
C  1.6164  -1.3795  2.2214  0.153
H  1.9968  -1.6851  1.2154  -0.045
C  -0.2928  -1.5405  -1.8450  0.610
C  0.6129  -3.2396  -2.9045  -0.008
H  1.2244  -4.1573  -2.8252  0.003
C  0.8423  -2.1169  -3.7044  0.261
H  1.0507  -2.1678  -4.7556  -0.008
N  0.3381  -1.0362  -3.0034  -0.024
C  0.2383  0.2547  -3.5770  -0.001
C  1.1933  0.5807  -4.5470  0.007
C  0.9068  1.6487  -5.4202  0.000
H  1.6166  1.8744  -6.2064  0.000
C  -0.2501  2.4145  -5.3107  0.000
C  -0.5007  3.5413  -6.2658  0.000
H  -1.0551  4.3539  -5.7946  0.000
H  -1.0790  3.2257  -7.1403  0.000
H  0.4381  3.9508  -6.6454  0.000
C  -1.1558  2.0778  -4.3038  0.001
H  -2.0617  2.6642  -4.2254  0.001
C  -0.9358  0.9992  -3.4175  -0.043
C  -1.9702  0.6725  -2.3965  0.134
H  -2.2514  -0.3891  -2.4335  -0.030
H  -2.8803  1.2741  -2.5639  0.009
H  -1.6159  0.8910  -1.3709  -0.046
C  2.4642  -0.1764  -4.6882  0.020
H  2.3267  -1.1753  -5.1295  -0.006
H  2.9687  -0.2785  -3.7128  -0.005
H  3.1214  0.3361  -5.4008  0.002
N  -1.2028  -0.3742  0.9044  0.177
C  -1.8966  -0.3702  1.8672  0.100
C  -2.6712  -0.5022  3.0356  0.040
C  -4.0607  -0.2721  2.9767  0.247
C  -4.8493  -0.4269  4.1162  -0.150
C  -4.2670  -0.8195  5.3286  0.347
C  -2.8895  -1.0501  5.4052  -0.153
C  -2.0946  -0.8823  4.2738  0.197
H  -4.4947  0.0275  2.0207  0.035
H  -5.9236  -0.2393  4.0547  -0.005
H  -4.8872  -0.9443  6.2174  0.043
H  -2.4261  -1.3631  6.3457  -0.009
H  -1.0169  -1.0684  4.3285  0.111

Results
M in u: 573.7
HOMO-LUMO gap (alpha / beta) in eV: 3.195 / 4.574
Multiplicity: 5
DFT total energy in Eh: -2957.906438
Energy relative to the best compared isomer or geometry (same formula, charge and spin) in kJ/mol: 551.78
Expectation value of S²: 6.168
Charge: -1



The following is a quantum chemistry calculation of 2 unconnected molecules or ions with the total composition C6H15FN at a distorted geometry, from the Open Molecules 2025 dataset.

Each line ends with the natural charge from an NBO analysis.
Element x y z (Å)
C  -2.4444  1.0135  0.8163  -0.699
C  2.2602  -0.4362  0.4301  -0.441
C  1.0533  -0.6868  -1.6631  -0.442
C  0.7496  1.2266  -0.1919  -0.417
C  -0.0465  -1.0413  0.5597  -0.320
C  -2.1997  -0.3082  0.2790  0.383
N  0.9847  -0.2745  -0.2236  -0.286
F  -2.5556  -0.4011  -1.0166  -0.342
H  -3.4423  1.3376  0.6522  0.260
H  -1.7539  1.6508  0.3801  0.211
H  -2.3320  0.8376  1.8648  0.233
H  2.2326  0.0925  1.4912  0.254
H  2.3002  -1.5768  0.6735  0.238
H  3.1303  -0.2467  -0.2476  0.255
H  -0.0387  -0.8421  -2.1295  0.268
H  1.2421  0.2308  -2.2336  0.238
H  1.7639  -1.5185  -1.8499  0.254
H  0.0046  1.5260  -0.9541  0.238
H  0.3882  1.5273  0.8604  0.242
H  1.6921  1.7777  -0.3325  0.246
H  -0.0017  -0.7823  1.6357  0.216
H  -0.2167  -2.1274  0.3978  0.251
H  -2.7701  -0.9783  0.8018  0.160

Results
M in u: 120.2
HOMO-LUMO gap in eV: 10.430
DFT total energy in Eh: -391.829142
Energy relative to the best compared isomer or geometry (same formula, charge and spin) in kJ/mol: 316.94
Charge: +1



The following is a quantum chemistry calculation of a molecular structure, C26H29BiNOP2Te at a distorted geometry, from the Open Molecules 2025 dataset.

Each line ends with the natural charge from an NBO analysis.
Element x y z (Å)
C  -1.5064  3.3188  -2.8635  -0.164
C  -1.3414  1.9589  -2.6339  -0.067
C  -0.0737  1.3532  -2.8823  0.262
C  1.0053  2.1604  -3.3884  -0.126
C  0.7726  3.5453  -3.6333  -0.147
C  -0.4613  4.1152  -3.3630  -0.216
C  2.2525  1.5471  -3.5404  -0.047
C  2.4223  0.1716  -3.3584  -0.129
C  1.2904  -0.5771  -2.8802  0.270
C  1.4353  -1.9778  -2.6428  -0.072
C  2.6810  -2.5717  -2.7949  -0.165
C  3.7883  -1.8404  -3.2548  -0.218
C  3.6593  -0.4986  -3.5544  -0.141
H  -2.4759  3.7849  -2.6611  0.222
H  1.5919  4.1403  -4.0305  0.227
H  -0.6170  5.1807  -3.5157  0.235
H  3.0764  2.1344  -3.9355  0.226
H  2.7971  -3.6345  -2.5619  0.223
H  4.7469  -2.3352  -3.3598  0.234
H  4.4988  0.0783  -3.9266  0.226
N  0.1694  0.0772  -2.4761  -0.563
Bi  0.1848  0.0665  0.5228  0.866
C  -2.4409  1.1179  -2.0294  -0.727
H  -2.4037  0.0908  -2.4192  0.261
H  -3.4207  1.5819  -2.2242  0.249
C  0.2403  -2.7514  -2.1225  -0.738
H  -0.6823  -2.3926  -2.6021  0.261
H  0.3771  -3.8277  -2.3141  0.250
P  -2.2625  0.9650  -0.1893  0.966
P  -0.0153  -2.5242  -0.3066  0.996
C  1.3287  -3.5112  0.4254  -0.968
H  1.2314  -3.5022  1.5170  0.281
H  1.2559  -4.5473  0.0523  0.248
H  2.3006  -3.0900  0.1421  0.255
C  -1.5366  -3.4842  -0.0088  -0.952
H  -1.3882  -4.5221  -0.3567  0.253
H  -1.7746  -3.4778  1.0626  0.277
H  -2.3666  -3.0259  -0.5664  0.243
C  -2.5254  2.6694  0.3918  -0.958
H  -3.4808  3.0462  -0.0001  0.250
H  -2.5445  2.6699  1.4880  0.267
H  -1.7041  3.3077  0.0484  0.261
C  -3.7647  0.0731  0.3226  -0.945
H  -3.7318  -0.0669  1.4075  0.282
H  -4.6432  0.6675  0.0326  0.251
H  -3.7874  -0.9096  -0.1642  0.247
C  2.8205  -0.4115  1.8855  0.540
O  3.8071  -0.5146  2.4524  -0.446
H  1.3887  1.1318  -0.3900  -0.354
Te  -0.9000  -1.2217  3.0571  -0.235
C  -0.2642  -0.2694  4.8333  -0.222
C  -0.5999  -0.8114  6.1006  -0.245
C  -0.3432  -0.0620  7.2612  -0.194
C  0.2666  1.1914  7.1747  -0.221
C  0.6593  1.7015  5.9241  -0.191
C  0.4124  0.9686  4.7532  -0.263
H  -1.0796  -1.7882  6.1524  0.224
H  -0.6312  -0.4695  8.2356  0.224
H  0.4446  1.7791  8.0767  0.223
H  1.1502  2.6719  5.8568  0.217
H  0.7114  1.3505  3.7747  0.194

Results
M in u: 770.1
HOMO-LUMO gap (alpha / beta) in eV: 5.098 / 5.101
DFT total energy in Eh: -2303.208018
Charge: +1



The following is a quantum chemistry calculation of 2 unconnected molecules or ions with the total composition CH7NOSi2 at a distorted geometry, from the Open Molecules 2025 dataset.

Each line ends with the natural charge from an NBO analysis.
Element x y z (Å)
C  0.5710  -0.8551  0.1569  -0.250
N  -0.1210  -0.0674  -0.5023  -0.111
O  -1.4816  -0.1539  -0.4782  -0.726
Si  2.5047  -0.7502  0.0843  0.854
Si  -2.6587  -0.7974  0.2997  1.216
H  -0.1032  -2.0638  0.8873  0.097
H  3.3103  -1.3534  -1.0142  -0.127
H  2.5722  0.6570  0.1701  -0.157
H  3.0082  -1.1423  1.3718  -0.160
H  -3.6059  -0.0485  -0.5220  -0.192
H  -2.9306  -2.1191  0.4841  -0.220
H  -2.8754  -0.2369  1.6093  -0.223

Results
M in u: 105.2
HOMO-LUMO gap in eV: 10.698
DFT total energy in Eh: -751.093061
Energy relative to the best compared isomer or geometry (same formula, charge and spin) in kJ/mol: 443.78
Charge: 0



The following is a quantum chemistry calculation of a molecular structure, C55H69Ge2IrO3PS4Se2 at a distorted geometry, from the Open Molecules 2025 dataset.

Each line ends with the Mulliken spin population.
Element x y z (Å)
Ir  -1.8779  0.1303  -3.3326  0.670
C  -2.7054  3.0856  5.6086  0.000
C  -2.5166  1.7059  5.0396  0.000
C  -3.4526  1.1480  4.1786  -0.001
C  -3.2927  -0.1295  3.6542  0.000
C  -4.3495  -0.7314  2.7657  0.001
C  -2.1484  -0.8600  3.9962  0.003
C  -1.1941  -0.3201  4.8730  0.000
C  0.0341  -1.1106  5.2453  -0.001
C  -1.3936  0.9569  5.3767  0.000
C  -1.9809  -2.2568  3.4992  -0.003
C  -2.5596  -3.3117  4.2006  0.001
C  -2.4114  -4.6199  3.7613  0.001
C  -1.6853  -4.8967  2.6107  0.000
C  -1.0994  -3.8640  1.8891  0.002
C  -1.2501  -2.5577  2.3494  0.006
Ge  -0.5247  -1.1103  1.2543  0.008
S  -2.1027  -0.8124  -0.4294  0.161
S  1.3504  -1.0192  0.0488  0.012
Ge  0.8536  1.2274  0.1746  -0.007
S  -1.7728  1.0573  -1.1521  0.130
S  -0.3629  0.9276  2.0786  0.014
C  2.4494  2.3156  0.7108  -0.001
C  2.2011  3.6661  0.4494  0.002
C  3.2065  4.5963  0.6772  0.000
C  4.4429  4.1644  1.1389  0.000
C  4.6625  2.8218  1.4083  0.000
C  3.6674  1.8605  1.2062  0.000
C  3.9707  0.4611  1.6385  -0.001
C  4.6805  -0.4184  0.8173  -0.001
C  5.0245  -0.0632  -0.6039  0.000
C  5.1123  -1.6324  1.3394  0.000
C  4.8734  -1.9850  2.6595  0.000
C  5.4381  -3.2541  3.2344  0.000
C  4.1351  -1.1111  3.4515  0.000
C  3.6859  0.1091  2.9681  0.000
C  2.9368  1.0531  3.8733  0.000
C  0.8498  4.0416  -0.0475  -0.004
C  -0.2389  4.0979  0.8489  0.005
C  -0.0390  4.0503  2.3412  -0.001
C  -1.5115  4.3380  0.3420  0.003
C  -1.7259  4.5810  -1.0085  -0.002
C  -3.1055  4.8491  -1.5405  -0.001
C  -0.6247  4.6124  -1.8617  -0.004
C  0.6602  4.3606  -1.4056  0.003
C  1.8351  4.5213  -2.3343  0.000
C  -0.3047  -4.1268  0.6553  -0.002
C  1.0946  -4.1219  0.7164  0.002
C  1.8406  -3.9184  2.0129  -0.001
C  1.8199  -4.3445  -0.4541  0.000
C  1.1910  -4.6006  -1.6600  0.000
C  1.9825  -4.8498  -2.9148  0.000
C  -0.2017  -4.6471  -1.6873  -0.002
C  -0.9620  -4.4203  -0.5521  -0.005
C  -2.4668  -4.4979  -0.6092  0.009
H  -3.6455  3.5270  5.2824  0.000
H  -1.8881  3.7428  5.3039  0.000
H  -2.6992  3.0553  6.6989  0.000
H  -4.3414  1.7151  3.9231  0.000
H  -5.0935  0.0127  2.4854  -0.001
H  -4.8582  -1.5504  3.2788  0.001
H  -3.9148  -1.1480  1.8570  -0.002
H  -0.2089  -2.1553  5.4369  0.000
H  0.5068  -0.6948  6.1335  0.000
H  0.7627  -1.0904  4.4270  0.000
H  -0.6615  1.3796  6.0572  0.000
H  -3.1270  -3.0940  5.0970  0.000
H  -2.8617  -5.4290  4.3213  0.000
H  -1.5563  -5.9173  2.2719  0.000
H  3.0139  5.6462  0.4954  0.000
H  5.2379  4.8798  1.3043  0.000
H  5.6186  2.4886  1.7921  0.000
H  4.3934  0.7368  -0.9783  0.000
H  4.9160  -0.9332  -1.2532  0.000
H  6.0622  0.2713  -0.6737  0.000
H  5.6790  -2.3076  0.7060  0.000
H  5.4977  -4.0398  2.4818  0.000
H  4.8502  -3.6069  4.0806  0.000
H  6.4530  -3.0719  3.5946  0.000
H  3.9332  -1.3808  4.4826  0.000
H  2.9260  0.6812  4.8965  0.000
H  1.9014  1.1720  3.5434  0.000
H  3.3948  2.0438  3.8724  0.000
H  0.8523  3.4936  2.6247  0.000
H  -0.9054  3.6091  2.8322  0.000
H  0.0772  5.0707  2.7152  0.000
H  -2.3503  4.3667  1.0287  0.001
H  -3.8263  4.9597  -0.7330  0.000
H  -3.4316  4.0262  -2.1830  -0.001
H  -3.1185  5.7601  -2.1397  0.000
H  -0.7746  4.8739  -2.9046  0.001
H  1.5820  4.2237  -3.3489  0.000
H  2.7009  3.9557  -2.0004  0.000
H  2.1237  5.5743  -2.3697  0.000
H  1.1860  -3.9857  2.8784  0.000
H  2.3321  -2.9403  2.0265  0.000
H  2.6216  -4.6725  2.1139  0.000
H  2.9037  -4.3238  -0.4053  0.000
H  3.0525  -4.8086  -2.7200  0.000
H  1.7428  -4.1050  -3.6768  0.000
H  1.7475  -5.8313  -3.3288  0.000
H  -0.7008  -4.8852  -2.6223  0.000
H  -2.7976  -4.8194  -1.5968  -0.001
H  -2.9265  -3.5316  -0.3838  -0.004
H  -2.8520  -5.2099  0.1200  0.001
C  -4.2015  -2.7588  -3.9524  0.005
Se  -4.0764  -1.1181  -2.9209  0.008
C  -5.2131  0.0423  -4.0046  -0.005
C  -4.7303  0.1799  -5.4317  0.009
Se  -2.9727  1.0376  -5.5995  0.043
C  -3.5855  2.8819  -5.4816  0.000
H  -5.2488  -3.0469  -3.9961  0.000
H  -3.6381  -3.5106  -3.4059  -0.003
H  -3.7899  -2.6418  -4.9510  0.000
H  -5.2003  0.9944  -3.4743  -0.005
H  -6.2309  -0.3479  -3.9754  0.001
H  -5.4308  0.7824  -6.0096  0.004
H  -4.6263  -0.7868  -5.9208  0.003
H  -4.4699  2.9690  -6.1070  -0.002
H  -2.7958  3.5147  -5.8755  0.001
H  -3.8076  3.1547  -4.4538  0.005
C  0.0941  2.5780  -5.3275  -0.010
O  0.6550  1.2684  -5.2355  -0.002
P  0.3075  0.2617  -4.0374  -0.010
O  1.3444  0.6277  -2.8789  -0.035
C  2.7519  0.7414  -3.2005  0.001
O  0.9760  -1.0455  -4.6206  -0.006
C  0.3692  -1.7837  -5.6950  -0.003
H  0.8281  3.2070  -5.8247  -0.001
H  -0.1413  2.9827  -4.3426  0.008
H  -0.8055  2.5501  -5.9412  0.003
H  3.2150  1.2600  -2.3667  0.000
H  2.8914  1.3134  -4.1155  -0.001
H  3.1878  -0.2484  -3.3128  0.000
H  0.8846  -2.7369  -5.7509  0.001
H  0.4844  -1.2472  -6.6358  0.000
H  -0.6921  -1.9549  -5.5002  0.000

Results
M in u: 1432.8
HOMO-LUMO gap (alpha / beta) in eV: 5.673 / 5.532
Multiplicity: 2
DFT total energy in Eh: -13357.792556
Expectation value of S²: 0.759
Charge: +2



The following is a quantum chemistry calculation of a single C6H9NOS molecule at a distorted geometry, from the Open Molecules 2025 dataset.

Each line ends with the natural charge from an NBO analysis.
Element x y z (Å)
C  -1.9725  -1.7574  0.1920  -0.021
C  -2.7928  -0.7417  0.0077  -0.422
C  -0.3802  -0.3947  -0.3856  0.179
C  0.9887  1.7087  0.0275  -0.591
C  2.0477  -0.5491  0.1237  -0.599
C  0.9969  0.3049  -0.5737  -0.305
N  -0.6061  -1.6127  -0.0812  -0.436
O  -1.8647  1.7136  0.5964  -0.949
S  -1.8505  0.7791  -0.5365  1.175
H  -2.3848  -2.7449  0.5502  0.217
H  -3.7954  -0.6462  0.2162  0.228
H  2.0753  2.0633  0.2624  0.219
H  0.4327  1.6668  0.8751  0.228
H  0.5222  2.2948  -0.7923  0.213
H  3.0114  0.1475  0.4024  0.196
H  2.4945  -1.4285  -0.3351  0.223
H  1.7557  -1.0263  1.0177  0.218
H  1.3219  0.2229  -1.5670  0.230

Results
M in u: 143.2
HOMO-LUMO gap in eV: 8.886
DFT total energy in Eh: -762.087680
Energy relative to the best compared isomer or geometry (same formula, charge and spin) in kJ/mol: 212.01
Charge: 0